{"formula": "C20H14F3N2", "method": "ωB97M-V with the def2-TZVPD basis set", "symbols": ["N", "C", "C", "C", "C", "C", "C", "C", "C", "F", "C", "C", "C", "C", "F", "C", "C", "F", "C", "N", "C", "C", "C", "C", "C", "H", "H", "H", "H", "H", "H", "H", "H", "H", "H", "H", "H", "H", "H"], "xyz": [[3.313, 0.702, 2.789], [2.529, -0.113, 3.091], [1.537, -1.140, 3.418], [1.863, -1.881, 4.725], [3.356, -1.641, 5.089], [4.286, -2.161, 4.167], [5.660, -2.059, 4.374], [6.152, -1.492, 5.558], [5.226, -0.976, 6.457], [5.691, -0.571, 7.692], [3.846, -0.936, 6.198], [0.793, -1.898, 5.819], [1.025, -1.699, 7.188], [-0.071, -1.669, 8.053], [0.147, -1.357, 9.372], [-1.370, -1.971, 7.667], [-1.521, -2.336, 6.338], [-2.772, -2.693, 5.899], [-0.466, -2.373, 5.442], [0.160, -0.475, 3.167], [-0.865, -1.263, 2.757], [-2.084, -0.755, 2.365], [-2.260, 0.623, 2.268], [-1.175, 1.433, 2.603], [0.008, 0.886, 3.100], [1.592, -1.927, 2.642], [1.870, -2.935, 4.370], [3.909, -2.637, 3.254], [6.347, -2.429, 3.606], [7.222, -1.474, 5.759], [3.209, -0.362, 6.870], [2.031, -1.635, 7.590], [-2.209, -1.967, 8.353], [-0.608, -2.831, 4.469], [-0.660, -2.330, 2.760], [-2.870, -1.457, 2.103], [-3.201, 1.048, 1.922], [-1.231, 2.509, 2.444], [0.874, 1.500, 3.374]], "charge": 1, "de_lowest_kcal_mol": 12.10, "lumo_energy_ev": -4.7, "gap_ev": 7.39}

=====

{"formula": "C20H14FN3O3S", "method": "ωB97M-V with the def2-TZVPD basis set", "symbols": ["O", "C", "N", "C", "N", "C", "C", "C", "C", "C", "F", "C", "C", "C", "S", "C", "C", "C", "C", "C", "N", "C", "O", "C", "C", "C", "O", "C", "H", "H", "H", "H", "H", "H", "H", "H", "H", "H", "H", "H", "H", "H"], "xyz": [[-0.011, -4.743, 0.084], [-0.549, -3.673, -0.061], [-1.879, -3.523, 0.290], [-2.598, -2.366, 0.375], [-2.143, -1.179, 0.237], [-3.110, -0.223, 0.374], [-2.730, 1.176, 0.235], [-1.388, 1.488, 0.013], [-0.976, 2.798, -0.125], [-1.925, 3.802, -0.038], [-1.541, 5.089, -0.168], [-3.264, 3.526, 0.181], [-3.663, 2.211, 0.317], [-4.354, -0.725, 0.637], [-4.332, -2.445, 0.713], [0.103, -2.469, -0.647], [-0.320, -1.985, -1.881], [0.317, -0.896, -2.446], [1.372, -0.284, -1.793], [1.792, -0.771, -0.562], [2.867, -0.138, 0.116], [2.989, 1.238, 0.222], [2.212, 2.038, -0.224], [4.252, 1.535, 1.001], [4.842, 0.175, 1.343], [3.898, -0.839, 0.730], [4.007, -2.032, 0.748], [1.168, -1.871, 0.010], [-2.337, -4.371, 0.605], [-0.672, 0.686, -0.051], [0.062, 3.035, -0.293], [-3.974, 4.335, 0.241], [-4.706, 1.992, 0.485], [-5.275, -0.205, 0.796], [-1.140, -2.463, -2.394], [-0.008, -0.519, -3.403], [1.861, 0.572, -2.231], [3.994, 2.127, 1.879], [4.912, 2.144, 0.381], [5.840, 0.022, 0.931], [4.903, -0.007, 2.416], [1.503, -2.261, 0.958]], "charge": 0, "lumo_energy_ev": 0.5, "gap_ev": 8.56}

=====

{"formula": "C20H14I2N3O5SbSe4Ta", "method": "ωB97M-V with the def2-TZVPD basis set", "symbols": ["Ta", "O", "C", "O", "C", "C", "C", "C", "C", "N", "C", "O", "O", "H", "H", "H", "I", "C", "C", "C", "I", "C", "O", "C", "C", "N", "C", "C", "C", "C", "C", "C", "N", "C", "H", "H", "H", "H", "H", "H", "H", "H", "H", "H", "H", "Se", "Sb", "Se", "Se", "Se"], "xyz": [[0.730, 0.724, -1.170], [0.741, -3.394, -2.336], [1.025, -2.266, -2.004], [0.249, -1.230, -1.977], [2.373, -1.945, -1.387], [3.209, -2.866, -0.784], [4.177, -2.400, 0.098], [4.290, -1.038, 0.350], [3.478, -0.192, -0.378], [2.558, -0.636, -1.232], [3.377, 1.317, -0.190], [4.012, 1.869, 0.674], [2.477, 1.806, -0.999], [3.041, -3.917, -0.970], [4.813, -3.102, 0.622], [4.972, -0.621, 1.076], [-3.532, 2.166, 5.035], [-2.236, 2.203, 3.398], [-2.323, 3.239, 2.481], [-1.483, 3.263, 1.375], [-1.593, 4.823, 0.008], [-0.567, 2.234, 1.173], [0.234, 2.187, 0.114], [-0.486, 1.207, 2.131], [0.548, 0.192, 1.779], [0.139, -0.671, 0.624], [-1.075, -1.541, 0.728], [-2.430, -1.036, 0.277], [-3.207, -1.906, -0.485], [-4.473, -1.505, -0.869], [-4.921, -0.251, -0.487], [-4.076, 0.542, 0.271], [-2.862, 0.158, 0.657], [-1.309, 1.186, 3.237], [-3.041, 4.035, 2.621], [1.042, -0.315, 2.607], [1.259, 0.898, 1.333], [0.881, -1.367, 0.560], [-1.147, -1.917, 1.755], [-0.850, -2.390, 0.085], [-2.806, -2.858, -0.806], [-5.091, -2.152, -1.477], [-5.897, 0.113, -0.778], [-4.376, 1.538, 0.580], [-1.240, 0.379, 3.955], [4.210, -1.133, -5.438], [3.489, 1.047, -4.765], [-1.549, 1.218, -2.027], [0.370, 1.495, -3.459], [4.875, 2.809, -5.589]], "charge": -1, "de_lowest_kcal_mol": 65.63, "lumo_energy_ev": 0.7, "gap_ev": 4.64}

=====

{"formula": "C20H15AuI2N3O5", "method": "ωB97M-V with the def2-TZVPD basis set", "symbols": ["Au", "I", "C", "C", "C", "I", "C", "O", "C", "C", "N", "C", "C", "C", "C", "C", "C", "N", "C", "H", "H", "H", "H", "H", "H", "H", "H", "H", "H", "H", "O", "C", "O", "C", "C", "C", "C", "C", "C", "N", "O", "O", "H", "H", "H", "H"], "xyz": [[-0.444, -0.494, -0.703], [2.725, -5.885, 3.341], [1.698, -4.742, 1.917], [0.327, -4.911, 1.773], [-0.341, -4.148, 0.845], [-2.410, -4.325, 0.570], [0.323, -3.189, 0.018], [-0.337, -2.541, -0.858], [1.737, -3.043, 0.201], [2.466, -2.079, -0.695], [2.015, -0.701, -0.509], [2.524, 0.204, -1.528], [1.821, -0.005, -2.852], [2.501, -0.018, -4.066], [1.778, -0.160, -5.241], [0.396, -0.263, -5.179], [-0.208, -0.242, -3.933], [0.500, -0.123, -2.823], [2.395, -3.823, 1.118], [-0.211, -5.621, 2.384], [3.547, -2.160, -0.517], [2.258, -2.345, -1.739], [2.248, -0.364, 0.419], [2.316, 1.231, -1.208], [3.608, 0.087, -1.661], [3.576, 0.079, -4.087], [2.287, -0.197, -6.192], [-0.201, -0.358, -6.071], [-1.278, -0.315, -3.812], [3.467, -3.733, 1.218], [0.445, 1.703, 1.299], [-0.705, 1.837, 0.935], [-1.272, 1.246, -0.046], [-1.676, 2.728, 1.694], [-2.999, 2.307, 1.777], [-3.894, 3.002, 2.569], [-3.449, 4.125, 3.253], [-2.140, 4.574, 3.146], [-1.243, 3.864, 2.365], [-4.387, 4.836, 4.118], [-5.512, 4.402, 4.171], [-3.964, 5.792, 4.718], [-3.319, 1.432, 1.233], [-4.922, 2.686, 2.666], [-1.832, 5.461, 3.682], [-0.216, 4.187, 2.292]], "charge": 1, "lumo_energy_ev": -7.2, "gap_ev": 4.31}

=====

{"formula": "C20H15BrIN7O2Rh", "method": "ωB97M-V with the def2-TZVPD basis set", "symbols": ["Rh", "O", "N", "O", "C", "C", "C", "C", "C", "C", "N", "C", "C", "N", "C", "C", "C", "C", "H", "H", "H", "H", "H", "H", "H", "N", "C", "N", "N", "C", "N", "H", "H", "H", "H", "Br", "C", "C", "C", "C", "C", "C", "I", "H", "H", "H", "H"], "xyz": [[9.143, -1.796, 15.608], [14.492, 2.267, 18.018], [13.438, 2.683, 18.347], [13.258, 3.480, 19.245], [12.117, 2.090, 17.823], [11.009, 2.272, 18.585], [9.845, 1.466, 18.332], [8.762, 1.520, 19.305], [7.732, 0.619, 19.147], [7.805, -0.240, 18.051], [8.754, -0.338, 17.127], [9.779, 0.591, 17.304], [10.970, 0.431, 16.451], [10.912, -0.544, 15.498], [11.996, -0.688, 14.693], [13.183, 0.084, 14.809], [13.231, 1.049, 15.818], [12.158, 1.215, 16.675], [11.081, 2.838, 19.439], [8.769, 2.328, 20.079], [6.880, 0.704, 19.804], [6.937, -0.915, 17.881], [11.923, -1.405, 13.890], [13.949, 0.126, 14.070], [14.035, 1.755, 15.799], [10.950, -8.018, 15.779], [10.000, -7.109, 15.819], [8.950, -7.191, 16.652], [10.164, -6.075, 15.027], [9.757, -4.918, 15.161], [9.337, -3.819, 15.149], [10.942, -8.824, 16.387], [11.835, -7.814, 15.276], [8.703, -8.120, 16.963], [8.173, -6.539, 16.526], [8.090, -0.931, 10.245], [6.490, -1.009, 11.080], [5.329, -1.273, 10.195], [4.065, -1.322, 10.725], [3.829, -1.197, 12.082], [4.898, -0.864, 12.937], [6.147, -0.796, 12.424], [7.573, -0.022, 13.771], [5.546, -1.429, 9.170], [3.194, -1.668, 10.082], [2.777, -1.279, 12.423], [4.810, -0.580, 13.962]], "charge": 3, "de_lowest_kcal_mol": 0.00, "spin_multiplicity": 5, "lumo_energy_ev": [-8.8, -12.6], "gap_ev": [8.07, 4.31]}

=====

{"formula": "C20H15Cl2F17O3S", "method": "ωB97M-V with the def2-TZVPD basis set", "symbols": ["C", "C", "Cl", "C", "Cl", "C", "C", "C", "O", "C", "C", "C", "C", "F", "F", "C", "F", "F", "C", "F", "F", "C", "F", "F", "F", "C", "S", "C", "O", "H", "H", "H", "H", "H", "H", "H", "H", "H", "H", "H", "F", "C", "F", "C", "F", "F", "C", "O", "C", "F", "F", "C", "F", "F", "H", "H", "H", "H"], "xyz": [[0.136, 0.285, 1.258], [1.291, 0.078, 0.285], [2.441, -1.085, 1.025], [2.018, 1.381, -0.078], [2.916, 1.971, 1.351], [1.040, 2.421, -0.567], [0.011, 2.096, -1.343], [-0.924, 3.162, -1.762], [-1.484, 3.192, -2.836], [-1.145, 4.250, -0.748], [-2.516, 4.844, -0.684], [-3.195, 4.620, 0.674], [-4.212, 3.496, 0.656], [-4.366, 3.034, 1.919], [-3.718, 2.466, -0.078], [-5.592, 3.921, 0.126], [-5.964, 4.986, 0.885], [-5.501, 4.353, -1.145], [-6.738, 2.893, 0.268], [-7.852, 3.526, -0.152], [-6.926, 2.551, 1.546], [-6.583, 1.583, -0.598], [-5.700, 1.735, -1.587], [-7.778, 1.290, -1.152], [-6.239, 0.554, 0.188], [-0.091, 4.608, -0.014], [-0.107, 5.948, 1.150], [1.200, 3.876, -0.219], [2.287, 4.415, -0.157], [0.304, 1.145, 1.893], [-0.058, -0.603, 1.835], [-0.764, 0.493, 0.687], [0.922, -0.407, -0.607], [2.743, 1.187, -0.856], [-0.185, 1.092, -1.678], [-3.087, 4.462, -1.517], [-2.386, 5.911, -0.822], [-3.599, 5.522, 1.105], [-2.446, 4.268, 1.369], [-0.226, 5.233, 2.281], [3.076, -6.958, -1.479], [3.468, -8.052, -0.809], [2.351, -8.735, -0.464], [4.253, -7.721, 0.468], [3.457, -7.093, 1.355], [4.566, -8.936, 1.004], [5.597, -6.964, 0.354], [5.660, -5.560, 0.620], [5.458, -4.573, -0.326], [5.397, -5.072, -1.572], [6.540, -3.768, -0.284], [4.252, -3.685, 0.011], [3.123, -4.406, 0.113], [4.073, -2.776, -0.971], [4.065, -8.682, -1.474], [6.195, -7.384, 1.161], [6.123, -7.219, -0.565], [4.418, -3.168, 0.957]], "charge": 0, "de_lowest_kcal_mol": 12.84, "lumo_energy_ev": -1.5, "gap_ev": 8.54}

=====

Computed energy (eV) in order:
-32091.2651, -45134.5424, -321357.7589, -55572.9461, -116628.8866, -109202.5615